88
Properties=species:S:1:pos:R:3:forces:R:3:mulliken_spin:R:1 method="wB97M-V/def2-TZVPD" total_energy_ev=-68923.1307 total_charge=+3 spin_multiplicity=2 homo_ev="-17.08 / -17.13" lumo_energy_ev="-10.994 / -11.175" gap_ev="6.087 / 5.952"
C -1.706 -2.426 2.252 -0.3 -0.3 -0.3 0.044
C -0.901 2.468 -2.117 -0.1 0.1 0.2 -0.024
C -1.185 0.517 4.618 0.0 0.0 0.0 0.011
H -1.657 1.495 4.685 0.0 0.0 0.0 -0.001
C 2.225 2.656 2.596 0.0 0.1 0.0 -0.003
C -3.985 -1.823 -3.042 0.0 0.1 0.1 -0.002
C 2.219 0.151 0.645 0.0 -0.2 0.0 0.018
C 1.029 4.404 0.336 -0.1 0.0 0.1 0.000
C -1.151 -1.552 3.187 0.3 -0.1 -0.2 -0.024
C -0.174 -2.205 -3.955 0.1 0.0 0.0 0.007
H -1.185 -2.186 -4.357 0.1 0.0 0.0 -0.001
H -4.554 0.794 0.708 0.0 -0.1 0.1 -0.001
H -4.310 -2.694 -3.599 0.0 0.0 0.0 0.000
C -4.617 -0.241 1.049 0.0 -0.1 0.0 0.004
Si 1.116 2.714 1.105 -0.1 0.0 -0.1 0.012
H 1.989 4.800 0.011 0.0 0.0 0.0 0.000
H 1.842 3.369 3.334 0.0 0.0 0.0 -0.001
H -5.431 -0.277 1.781 0.0 0.0 0.0 -0.001
C -1.753 -0.302 3.505 0.1 0.1 0.2 0.045
H -0.321 -1.891 3.799 -0.1 0.0 0.0 -0.003
H 3.136 0.146 -2.904 0.0 0.0 0.0 0.001
H 1.758 3.968 -2.202 0.0 -0.1 0.0 -0.001
H 2.215 -3.240 -2.429 0.0 0.1 0.1 -0.001
Ir -0.720 -0.912 0.757 0.1 0.1 0.8 0.946
H -3.167 -2.544 0.655 -0.1 0.0 0.0 -0.008
C -2.731 -1.900 1.410 -0.1 0.2 0.0 -0.039
C 3.906 0.619 -2.282 0.0 0.1 -0.1 -0.006
H 3.247 2.960 2.360 0.0 0.0 0.0 0.000
H 2.265 1.675 3.076 0.0 0.0 0.0 0.000
H -4.879 -0.891 0.216 0.0 0.0 0.1 0.000
H 4.396 -0.161 -1.699 0.0 0.0 0.1 0.000
C -4.346 0.380 -2.207 0.0 0.1 0.0 -0.004
C 4.498 3.035 -0.395 0.0 0.0 0.0 0.000
H 1.929 2.664 -3.418 0.0 0.0 0.1 0.002
H -1.283 -4.309 3.163 0.0 0.0 0.0 -0.001
H 4.653 1.012 -2.979 0.0 0.0 0.0 0.000
H 4.263 0.775 0.710 -0.1 -0.1 0.0 0.002
C -2.340 -0.849 -1.764 0.0 0.0 -0.1 0.000
C 2.420 3.197 -2.596 0.1 0.0 -0.1 -0.005
N -2.788 -1.890 -2.475 -0.1 -0.1 0.0 0.009
H -1.337 0.003 5.572 0.0 0.0 0.0 -0.001
H -0.106 0.646 4.496 0.0 0.0 0.0 -0.001
H 2.251 -1.618 -1.783 -0.1 0.0 0.0 0.003
C -4.793 -0.688 -2.958 0.0 -0.1 0.0 0.008
H 4.126 4.005 -0.066 0.0 0.0 0.0 0.000
H -2.089 -4.430 1.601 0.0 0.0 0.0 0.001
Si -0.074 -2.613 -2.136 0.1 0.0 -0.2 -0.016
C -0.975 -1.071 -1.191 -0.2 0.0 -0.6 0.043
H -3.387 1.004 3.083 0.0 0.0 0.0 0.001
H -5.747 -0.662 -3.468 0.0 0.0 0.0 0.000
H 0.325 4.484 -0.494 0.1 0.0 0.1 0.000
C 4.004 -1.032 1.792 -0.1 -0.1 0.0 0.003
H -1.383 2.374 0.831 0.1 0.0 0.1 -0.018
H 0.320 -1.255 -4.188 0.0 0.0 0.0 0.002
Sb 0.225 0.764 -1.512 -0.1 -0.2 0.5 -0.050
H -0.371 -4.068 1.677 0.0 0.1 0.0 0.000
H -0.966 2.656 2.526 0.1 0.1 -0.1 0.005
H 5.049 -1.098 2.068 0.0 0.0 0.0 0.000
H -2.766 1.105 -0.941 0.0 -0.1 0.0 0.000
H 5.299 3.242 -1.115 0.0 0.0 0.0 0.000
H -0.624 1.100 1.793 0.1 0.3 0.1 0.044
H 3.375 -2.866 2.775 0.0 0.0 0.0 0.000
H -1.716 2.133 -2.754 0.1 0.0 0.0 0.001
H -0.775 -4.361 -0.522 0.0 0.0 -0.1 -0.002
N 1.345 -0.804 1.062 -0.3 0.3 -0.3 -0.010
C -0.627 2.186 1.600 0.1 -0.1 -0.1 0.035
C 1.791 -1.849 1.791 -0.2 -0.3 0.1 0.028
H 0.389 -2.982 -4.484 0.0 0.0 0.0 0.001
H -1.285 3.033 -1.267 0.0 -0.1 -0.1 -0.002
C 1.744 -2.582 -1.688 0.0 -0.1 -0.1 -0.009
H -0.214 3.086 -2.689 0.0 0.0 0.0 0.003
C -3.369 -0.674 1.739 0.1 -0.1 -0.2 0.026
Si 3.208 2.067 -1.334 -0.1 -0.1 0.1 -0.011
C -2.875 0.088 2.811 -0.1 0.1 -0.1 0.017
C -1.333 -3.882 2.160 0.1 0.0 0.1 -0.006
H 0.661 5.074 1.123 0.0 0.0 0.0 0.000
C -3.109 0.295 -1.579 0.1 0.1 0.1 -0.003
C 3.554 0.024 1.023 0.2 0.1 0.0 0.001
H 4.968 2.555 0.465 0.0 0.0 -0.1 0.000
H 3.258 3.731 -3.062 0.0 -0.1 0.0 0.001
C -0.802 -4.235 -1.608 0.0 0.0 0.1 0.002
H 1.048 -2.589 2.060 0.1 0.1 0.0 -0.017
H 1.982 -3.009 -0.715 0.0 0.0 0.1 0.001
C 3.094 -2.005 2.184 0.1 0.0 0.0 0.003
H -0.200 -5.044 -2.036 0.0 0.1 0.0 0.000
H -4.954 1.270 -2.100 0.0 0.0 0.0 0.001
H -1.829 -4.352 -1.944 0.0 0.0 0.0 -0.001
C 1.770 1.337 -0.139 0.2 0.3 -0.3 -0.058